(1)
{"formula": "C17H27BNO4P2Y", "method": "wB97M-V/def2-TZVPD", "lumo_energy_ev": [-5.9, -6.2], "homo_lumo_gap_ha": [0.2143, 0.1969], "homo_ev": [-11.730, -11.562], "total_charge": 2, "de_lowest_kj_mol": 0.0, "symbols": ["Y", "P", "C", "C", "N", "C", "C", "C", "C", "C", "P", "H", "H", "H", "H", "H", "H", "H", "H", "O", "H", "H", "O", "H", "C", "H", "H", "H", "C", "H", "H", "H", "C", "H", "H", "H", "C", "H", "H", "H", "O", "B", "O", "C", "C", "C", "C", "C", "C", "H", "H", "H", "H"], "coordinates": [[-0.917, -0.550, -0.554], [-0.991, 0.125, 2.467], [-2.139, 1.128, 1.416], [-1.424, 2.201, 0.612], [-0.625, 1.736, -0.387], [0.103, 2.603, -1.138], [0.028, 3.968, -0.919], [-0.809, 4.455, 0.081], [-1.534, 3.558, 0.865], [1.012, 2.031, -2.196], [0.565, 0.304, -2.755], [-2.189, 3.879, 1.683], [0.624, 4.623, -1.549], [-0.889, 5.527, 0.258], [1.028, 2.687, -3.082], [2.053, 1.974, -1.827], [-2.722, 0.377, 0.732], [-2.891, 1.566, 2.087], [-3.144, -0.699, -2.091], [-3.125, -0.267, -0.976], [-3.760, 0.468, -0.926], [-1.606, -1.374, -2.755], [-2.586, -1.233, -3.101], [-2.947, -2.108, -3.341], [-0.396, 0.745, -4.250], [0.215, 1.387, -4.901], [-0.670, -0.159, -4.812], [-1.310, 1.298, -3.987], [2.148, -0.204, -3.491], [2.101, -1.273, -3.730], [2.374, 0.352, -4.410], [2.965, -0.047, -2.776], [-0.381, 1.223, 3.755], [-1.209, 1.607, 4.361], [0.310, 0.654, 4.388], [0.158, 2.061, 3.304], [-2.066, -1.116, 3.258], [-1.504, -2.060, 3.331], [-2.333, -0.767, 4.268], [-2.986, -1.286, 2.677], [1.836, -0.763, 2.271], [0.570, -0.701, 1.687], [0.497, -1.779, 0.670], [1.595, -2.601, 0.943], [1.796, -3.918, 0.575], [2.863, -4.586, 1.194], [3.682, -3.935, 2.127], [3.463, -2.597, 2.472], [2.389, -1.957, 1.883], [1.137, -4.393, -0.154], [3.055, -5.633, 0.955], [4.513, -4.469, 2.591], [4.074, -2.066, 3.199]], "forces_ev_per_a": [[0.8, -0.5, -0.5], [1.0, -0.8, 1.0], [-0.5, -0.6, -1.0], [0.2, 0.0, -0.4], [0.0, 0.8, 0.0], [-0.2, -0.5, 0.2], [-0.2, 0.2, 0.1], [0.1, 0.0, 0.0], [-0.3, -0.2, 0.4], [0.2, 0.0, -0.1], [0.2, 1.1, -0.5], [0.3, 0.1, -0.4], [-0.2, 0.0, 0.2], [0.0, -0.3, 0.0], [0.1, -0.1, 0.4], [-0.4, 0.1, 0.0], [0.8, 1.5, 1.5], [0.2, -0.2, -0.1], [0.4, 0.2, 1.2], [-0.8, 0.0, -1.6], [0.2, -0.4, 0.0], [-0.8, -0.2, -0.4], [0.2, -0.5, -0.4], [0.1, 0.3, 0.0], [-0.3, -0.1, -0.3], [-0.1, -0.2, 0.2], [0.0, 0.3, 0.2], [0.2, -0.2, -0.1], [0.3, -0.5, 0.1], [0.1, 0.2, 0.0], [-0.2, 0.0, 0.3], [-0.2, -0.1, -0.1], [0.2, 0.2, 0.0], [0.1, -0.1, -0.1], [-0.1, 0.1, -0.1], [0.0, -0.1, 0.1], [-0.4, -0.1, 0.0], [-0.3, 0.3, 0.1], [0.0, -0.2, -0.3], [0.2, 0.0, 0.2], [-0.2, 0.7, 0.3], [-0.3, 0.5, -0.6], [-0.9, -0.1, 0.2], [0.6, -0.5, 0.7], [0.0, 0.2, -0.1], [0.1, 0.1, 0.0], [0.0, 0.1, -0.3], [0.1, 0.1, 0.0], [-0.1, -0.8, 0.0], [0.3, 0.0, 0.3], [-0.1, 0.4, 0.0], [-0.3, 0.1, -0.2], [-0.1, -0.3, -0.1]]}

---

(2)
{"formula": "C17H27Br10IO4", "method": "wB97M-V/def2-TZVPD", "smiles": "C[C@@H](I)CC1=C(O)C(=O)OC1=O.BrCCBr.BrCCBr.BrCCBr.BrCCBr.BrCCBr", "lumo_energy_ev": -1.2, "homo_lumo_gap_ha": 0.3081, "homo_ev": -9.579, "total_charge": 0, "symbols": ["C", "C", "I", "C", "C", "C", "O", "C", "O", "O", "C", "O", "H", "H", "H", "H", "H", "H", "H", "Br", "C", "C", "Br", "H", "H", "H", "H", "Br", "C", "C", "Br", "H", "H", "H", "H", "Br", "C", "C", "Br", "H", "H", "H", "H", "Br", "C", "C", "Br", "H", "H", "H", "H", "Br", "C", "C", "Br", "H", "H", "H", "H"], "coordinates": [[6.319, 0.340, -3.064], [5.991, 1.764, -3.454], [6.802, 2.233, -5.395], [4.504, 2.177, -3.385], [3.512, 1.083, -3.267], [2.494, 1.093, -2.423], [2.181, 2.010, -1.497], [1.678, -0.134, -2.618], [0.638, -0.447, -2.082], [2.293, -0.868, -3.581], [3.396, -0.152, -4.061], [4.024, -0.544, -5.000], [5.737, -0.020, -2.228], [7.353, 0.251, -2.773], [6.201, -0.305, -3.918], [6.527, 2.415, -2.789], [4.257, 2.764, -4.255], [4.366, 2.819, -2.533], [1.541, 2.622, -1.863], [5.326, 1.588, 0.151], [3.952, 0.544, 1.056], [4.000, 0.715, 2.548], [5.480, -0.262, 3.353], [4.093, -0.486, 0.745], [3.006, 0.917, 0.669], [3.106, 0.292, 2.993], [4.106, 1.751, 2.849], [-2.223, -1.476, 1.349], [-1.900, -1.715, -0.555], [-3.019, -1.146, -1.384], [-4.596, -2.285, -1.352], [-1.757, -2.777, -0.720], [-0.970, -1.190, -0.759], [-2.725, -1.091, -2.430], [-3.335, -0.165, -1.044], [1.136, 0.115, 5.034], [2.077, -1.365, 5.879], [2.320, -2.494, 4.914], [0.695, -3.503, 4.559], [1.481, -1.664, 6.733], [3.023, -0.950, 6.221], [3.023, -3.208, 5.337], [2.690, -2.150, 3.955], [-7.928, -1.720, -4.336], [-8.494, -1.700, -2.475], [-8.896, -0.321, -2.028], [-7.347, 0.817, -1.740], [-7.669, -2.100, -1.894], [-9.340, -2.380, -2.422], [-9.405, -0.368, -1.067], [-9.530, 0.184, -2.748], [-2.864, 1.285, 4.146], [-4.789, 1.489, 4.312], [-5.497, 1.015, 3.071], [-5.316, 2.287, 1.610], [-4.979, 2.535, 4.530], [-5.074, 0.883, 5.169], [-6.566, 0.930, 3.251], [-5.113, 0.067, 2.708]], "forces_ev_per_a": [[0.3, -0.1, -0.5], [-0.3, 0.0, 0.2], [0.1, -0.1, 0.1], [0.5, -0.4, -0.5], [0.4, 0.4, 0.2], [-0.4, -0.4, 0.0], [0.1, 0.1, 0.3], [-1.4, -0.3, 0.7], [1.5, 0.3, -0.8], [-0.1, -0.4, -0.2], [0.3, -0.5, -1.1], [-0.5, 0.3, 0.9], [-0.4, 0.0, 0.2], [0.4, 0.1, 0.1], [-0.3, -0.4, -0.2], [0.2, 0.5, 0.1], [-0.1, 0.3, -0.4], [-0.1, 0.3, 0.5], [-0.4, 0.3, 0.1], [0.0, 0.0, 0.1], [-0.1, 0.1, -0.1], [0.1, -0.2, 0.0], [0.0, 0.0, 0.0], [0.0, 0.0, 0.1], [0.0, 0.0, 0.0], [-0.1, 0.0, 0.0], [0.0, 0.0, 0.0], [0.0, 0.0, 0.0], [0.1, 0.1, 0.2], [0.0, -0.1, -0.1], [0.0, 0.0, 0.0], [0.0, 0.0, 0.0], [-0.1, 0.0, 0.0], [0.0, 0.0, 0.0], [0.0, 0.0, 0.0], [-0.1, 0.0, 0.1], [0.1, 0.2, -0.1], [-0.1, -0.2, 0.1], [0.0, 0.1, 0.0], [0.0, -0.1, 0.0], [0.0, 0.0, 0.0], [0.0, 0.0, 0.0], [0.0, 0.0, 0.0], [0.0, 0.0, 0.1], [-0.1, -0.1, -0.2], [0.1, 0.1, 0.1], [-0.1, 0.1, 0.0], [0.0, 0.0, 0.0], [0.0, 0.0, 0.0], [0.0, 0.0, 0.0], [0.0, 0.0, 0.0], [0.0, 0.1, 0.0], [0.2, -0.1, 0.0], [-0.1, 0.1, -0.1], [0.0, -0.1, 0.0], [0.0, 0.0, 0.0], [0.0, 0.0, 0.0], [0.0, 0.0, 0.0], [0.0, 0.0, 0.0]]}

---

(3)
{"formula": "C17H27ClFHfN2O6P3Si", "method": "wB97M-V/def2-TZVPD", "lumo_energy_ev": -16.6, "homo_lumo_gap_ha": 0.0965, "homo_ev": -19.269, "total_charge": 4, "de_lowest_kj_mol": 0.0, "symbols": ["C", "Si", "C", "C", "O", "C", "C", "C", "C", "P", "O", "C", "P", "O", "Cl", "C", "C", "P", "O", "O", "O", "C", "N", "C", "C", "C", "C", "F", "C", "N", "C", "H", "H", "H", "H", "H", "H", "H", "H", "H", "H", "H", "H", "H", "H", "H", "H", "H", "H", "H", "H", "H", "H", "H", "H", "H", "H", "H", "Hf"], "coordinates": [[-3.224, -1.016, 3.066], [-3.445, 0.738, 2.454], [-2.812, 1.975, 3.685], [-5.244, 1.032, 2.081], [-2.502, 0.968, 1.013], [-2.922, 0.442, -0.168], [-1.957, 0.958, -1.311], [-0.781, 0.094, -1.452], [-0.809, -1.174, -2.132], [-2.354, -1.596, -2.946], [-2.474, -1.616, -4.438], [0.354, -1.993, -2.220], [0.484, -3.522, -3.127], [-0.988, -4.105, -3.338], [1.414, -4.880, -2.074], [1.654, -1.459, -1.703], [2.936, -2.089, -1.874], [3.621, -2.819, -0.244], [4.842, -2.148, 0.172], [2.383, -2.630, 0.748], [3.718, -4.331, -0.660], [1.637, -0.206, -0.987], [2.800, 0.233, -0.510], [2.826, 1.381, 0.173], [4.119, 1.848, 0.752], [4.154, 3.327, 1.141], [3.884, 4.263, -0.037], [3.014, 5.266, 0.363], [1.594, 2.126, 0.314], [0.456, 1.716, -0.210], [0.455, 0.539, -0.851], [-2.359, -1.536, 2.640], [-3.102, -0.984, 4.151], [-4.110, -1.623, 2.860], [-3.576, 2.739, 3.839], [-2.619, 1.461, 4.628], [-1.894, 2.455, 3.343], [-5.389, 1.953, 1.507], [-5.778, 1.115, 3.030], [-5.684, 0.216, 1.498], [-3.937, 0.757, -0.456], [-2.907, -0.672, -0.147], [-1.662, 1.983, -1.085], [-2.503, 0.988, -2.263], [-2.861, -2.927, -2.479], [-3.516, -0.673, -2.488], [-1.328, -4.618, -2.580], [2.998, -2.830, -2.672], [3.675, -1.302, -2.071], [2.716, -2.428, 1.643], [4.180, -4.872, 0.009], [4.915, 1.575, 0.048], [4.306, 1.229, 1.644], [3.407, 3.519, 1.918], [5.111, 3.539, 1.619], [3.404, 3.740, -0.878], [4.801, 4.720, -0.412], [1.586, 3.076, 0.843], [-4.710, -1.922, -3.371]], "forces_ev_per_a": [[0.0, -0.1, -0.4], [-0.2, 0.2, 1.1], [0.0, -0.2, -0.4], [0.3, 0.0, -0.7], [-0.2, -0.3, -0.2], [0.1, 0.1, 0.3], [0.0, -0.2, -0.5], [0.3, 0.2, -0.1], [0.0, 0.3, -0.2], [1.6, -0.4, 0.2], [-1.5, -0.1, 0.1], [-0.2, -0.1, 0.6], [-0.3, -0.2, 0.1], [-0.3, 0.7, 0.2], [0.0, -0.2, -0.2], [0.0, 0.3, 0.1], [-0.4, 0.2, -1.1], [0.8, 0.3, 0.8], [-0.3, 0.0, -0.1], [0.2, -0.2, -0.3], [-0.2, 0.1, 0.3], [-0.4, 0.0, 0.1], [0.2, 0.2, 0.2], [-0.2, 0.0, -0.1], [0.0, 0.0, -0.1], [-0.1, -0.1, 0.2], [0.1, 0.1, 0.0], [0.1, -0.2, -0.1], [0.2, -0.2, 0.0], [0.1, 0.0, 0.0], [0.1, -0.2, -0.1], [0.0, 0.1, 0.1], [0.0, -0.1, -0.1], [0.1, 0.0, 0.0], [0.1, 0.1, 0.1], [0.0, 0.2, 0.0], [0.0, 0.1, 0.1], [-0.1, 0.1, 0.2], [0.0, 0.0, -0.1], [-0.1, 0.0, 0.2], [0.0, 0.1, 0.0], [0.0, 0.0, -0.1], [-0.1, -0.1, 0.2], [0.0, 0.0, 0.0], [-0.7, 0.3, 0.3], [0.1, 0.2, 0.7], [0.2, -0.4, -0.3], [0.1, 0.0, 0.3], [0.1, -0.1, 0.3], [-0.2, 0.0, 0.0], [0.2, -0.1, -0.2], [-0.1, 0.0, 0.1], [0.0, 0.0, -0.1], [0.0, 0.1, -0.1], [0.0, 0.0, -0.1], [0.0, 0.0, 0.0], [-0.1, 0.0, 0.0], [0.0, -0.1, -0.1], [0.7, -0.4, -1.2]]}

---

(4)
{"formula": "C17H27CsF6NO5PS7", "method": "wB97M-V/def2-TZVPD", "lumo_energy_ev": 3.5, "homo_lumo_gap_ha": 0.1345, "homo_ev": -0.114, "total_charge": -2, "de_lowest_kj_mol": 49.3, "symbols": ["Cs", "S", "C", "S", "C", "C", "S", "S", "S", "F", "C", "F", "F", "S", "O", "O", "N", "S", "O", "O", "C", "F", "F", "F", "C", "C", "C", "P", "C", "C", "C", "C", "C", "C", "H", "H", "H", "H", "H", "H", "H", "H", "H", "H", "H", "H", "H", "H", "H", "H", "H", "H", "H", "H", "H", "C", "C", "C", "O", "H", "H", "H", "H", "H", "H"], "coordinates": [[1.922, 2.497, 1.410], [7.151, -0.656, 6.836], [6.233, -0.148, 5.600], [6.686, 0.959, 4.307], [5.269, 1.065, 3.315], [4.187, 0.150, 3.794], [2.828, -0.376, 2.983], [4.551, -0.546, 5.337], [5.234, 2.140, 2.017], [-4.258, 3.644, -0.196], [-3.074, 4.118, -0.619], [-3.164, 5.417, -1.011], [-2.741, 3.424, -1.818], [-1.593, 3.569, 0.512], [-1.786, 2.099, 0.748], [-0.443, 3.941, -0.321], [-1.728, 4.242, 2.004], [-0.522, 5.059, 2.754], [-1.097, 6.262, 3.220], [0.830, 5.030, 2.264], [-0.314, 4.098, 4.394], [0.662, 4.765, 5.099], [-1.450, 4.160, 5.147], [0.008, 2.828, 4.243], [-3.632, -0.950, -1.891], [-2.185, -0.507, -1.496], [-1.387, 0.304, -2.478], [-1.066, -1.715, -0.503], [-0.272, -2.720, -1.918], [0.530, -3.929, -1.321], [-1.212, -3.097, -2.993], [-2.229, -2.879, 0.323], [-3.167, -3.850, -0.406], [-2.984, -2.139, 1.457], [-3.667, -1.477, -2.850], [-4.151, 0.039, -2.084], [-4.092, -1.477, -1.041], [-2.340, 0.203, -0.634], [-1.644, -0.084, -3.482], [-0.287, 0.257, -2.334], [-1.777, 1.344, -2.417], [0.465, -1.973, -2.285], [-0.120, -4.791, -1.054], [0.998, -3.455, -0.451], [1.258, -4.266, -2.065], [-2.034, -3.689, -2.510], [-0.636, -3.703, -3.779], [-1.658, -2.181, -3.485], [-1.459, -3.525, 0.771], [-3.594, -3.439, -1.335], [-4.054, -4.171, 0.153], [-2.622, -4.760, -0.698], [-3.985, -1.834, 1.190], [-2.403, -1.215, 1.734], [-3.032, -2.778, 2.343], [4.091, 1.025, -1.714], [2.884, 0.100, -2.164], [3.206, -0.879, -3.333], [1.783, 0.170, -1.605], [4.322, 1.781, -2.480], [4.968, 0.370, -1.711], [4.137, 1.467, -0.695], [3.058, -1.890, -2.952], [4.201, -0.660, -3.711], [2.402, -0.772, -4.109]], "forces_ev_per_a": [[0.2, -0.6, -0.1], [1.1, -0.5, 1.3], [-2.0, 1.3, -2.6], [0.5, -0.3, 0.8], [-3.1, -3.1, 2.3], [4.2, 2.8, -0.8], [-1.5, -0.3, -0.7], [0.7, -0.6, 0.6], [0.2, 0.6, -1.1], [1.0, 0.8, -0.3], [0.6, -1.1, -1.9], [0.0, -1.4, 1.2], [-0.8, 1.0, 2.0], [1.5, -2.6, 1.8], [-0.3, 3.3, -1.3], [-1.6, 0.0, 1.1], [1.3, 0.3, -1.8], [-1.1, -1.7, 0.6], [-0.1, 1.6, 0.3], [-0.6, 0.2, -0.6], [-0.6, 1.1, 0.5], [-0.9, -1.0, -0.8], [0.8, -0.1, -0.7], [0.3, 0.1, 0.0], [0.8, 2.0, -0.2], [-0.2, -0.5, 3.0], [-0.5, 0.3, -1.1], [-0.1, 0.5, -1.6], [0.7, 0.4, 1.5], [-0.8, 1.2, -0.4], [-0.7, -0.5, -1.5], [-0.4, -0.6, 0.5], [-0.3, -0.3, -1.2], [1.6, 0.7, 0.3], [-0.1, -0.4, 0.4], [0.1, -1.1, 0.3], [0.0, 0.2, -0.7], [-0.1, -0.6, -0.6], [0.4, 0.3, 0.1], [-0.8, 0.2, 0.0], [0.7, -0.5, -0.3], [-0.2, -0.5, 0.1], [0.4, 0.6, 0.0], [0.4, -0.9, 0.1], [0.1, -0.1, 0.3], [0.7, 0.3, -1.1], [-1.1, 0.6, 0.8], [0.5, -1.2, 0.4], [-0.2, 0.1, 0.4], [0.2, -0.1, 0.4], [0.3, 0.1, 0.4], [-0.2, 0.2, 0.1], [-0.3, 0.0, -0.3], [-0.6, -0.8, 0.0], [-0.1, 0.1, 0.0], [0.0, -1.1, -0.2], [-0.6, 1.4, 1.5], [-1.6, 1.0, 0.5], [2.3, -0.4, -1.4], [-0.3, -0.1, 0.1], [0.1, 0.0, -0.1], [-0.8, -0.3, -0.6], [0.5, -0.1, 0.1], [-0.1, -0.4, -0.1], [0.8, 0.1, 0.5]]}